12
Properties=species:S:1:pos:R:3:mulliken_charge:R:1 method="wB97M-V/def2-TZVPD" e_homo_ev=-9.775 e_above_lowest_kj_mol=393.3 lumo_ev=0.588 smiles=CC#[N+][O-].FCF homo_lumo_gap_ev=10.363 total_energy_ev=-12160.809 charge=0
C 1.288 0.690 0.071 -0.75
C 0.865 -0.722 0.258 0.21
C -2.055 -0.985 -0.059 0.04
N 0.794 -1.865 0.054 0.47
O 0.581 -3.045 0.028 -0.67
F -1.757 0.030 0.810 -0.21
F -3.379 -0.957 -0.279 -0.26
H 1.434 0.983 1.158 0.25
H 0.313 1.273 -0.344 0.24
H 2.245 0.883 -0.503 0.29
H -1.636 -1.987 0.174 0.21
H -1.746 -0.837 -1.148 0.19